(1)
The following is a DFT calculation (ωB97M-V/def2-TZVPD) of a cluster of 11 separate species, C38H74BF4N4O32P2 in total at a distorted geometry.

Geometry as XYZ:
```
155
Properties=species:S:1:pos:R:3:forces:R:3
O -3.647 1.919 1.174 1.75 -1.97 -1.79
C -2.883 1.203 0.512 -0.58 1.48 1.52
O -1.910 0.439 1.002 -1.44 0.50 -0.07
B -1.159 -0.169 -0.103 0.01 0.68 0.28
O -1.823 0.197 -1.355 -2.25 1.76 0.30
C -2.753 1.127 -1.033 -2.06 2.25 -3.36
O -3.411 1.892 -1.821 2.97 -3.68 3.42
O -1.007 -1.573 0.071 -0.59 -1.68 -0.03
C 0.244 -1.933 0.029 1.92 -2.17 0.77
O 0.684 -3.069 0.239 -1.00 2.48 -0.69
C 1.099 -0.637 -0.183 0.61 1.66 0.12
O 0.142 0.383 -0.089 3.78 -0.99 -0.49
O 2.304 -0.495 -0.328 -3.09 -0.50 0.37
C -1.280 4.055 -3.767 1.55 2.29 -0.62
C -2.630 4.793 -3.793 0.77 -1.48 -0.83
C -2.805 5.913 -4.853 0.86 1.17 0.73
O -1.901 7.057 -4.658 0.22 -1.69 -0.95
C -1.680 7.600 -3.378 -1.36 1.12 -0.58
N -3.480 3.673 -4.151 -1.98 0.45 0.09
H -1.183 3.206 -3.090 -0.54 0.07 -0.18
H -0.514 4.783 -3.498 0.22 -0.02 0.50
H -0.940 3.799 -4.770 -0.51 -0.49 -0.13
H -2.821 5.135 -2.776 -0.20 0.58 0.07
H -3.803 6.326 -5.000 -0.68 -0.01 1.37
H -2.731 5.605 -5.896 1.28 -0.61 0.12
H -2.618 8.054 -3.057 -0.40 -0.31 0.67
H -1.108 8.505 -3.581 0.70 -0.32 0.23
H -1.269 6.972 -2.588 0.19 -0.22 -0.26
H -3.520 3.059 -3.350 0.47 -0.53 -0.12
H -4.424 4.031 -4.121 -0.71 0.05 -0.53
C 4.873 -4.472 -0.240 -0.92 0.82 -0.29
C 5.109 -3.451 0.886 -0.51 -2.16 -0.01
C 5.063 -4.251 2.262 -0.49 1.28 -1.12
O 3.893 -5.050 2.368 0.32 -0.43 0.67
C 2.722 -4.421 2.866 0.16 1.34 0.07
N 6.359 -2.750 0.731 0.25 0.39 1.14
H 5.693 -5.174 -0.390 0.31 0.19 0.29
H 4.704 -3.943 -1.178 0.13 0.02 -0.19
H 3.981 -5.077 -0.082 0.03 0.15 0.24
H 4.379 -2.653 1.023 -0.72 -0.37 -0.70
H 5.130 -3.459 3.008 -0.34 -0.04 0.63
H 5.983 -4.824 2.376 -0.23 -0.63 -0.15
H 2.775 -4.014 3.876 0.74 -0.25 0.46
H 1.840 -5.060 2.920 0.47 -0.41 -0.60
H 2.518 -3.524 2.281 -0.43 -0.11 -0.42
H 7.058 -3.120 0.102 -0.24 -0.51 0.08
H 6.658 -2.849 1.691 1.50 0.78 -0.05
C 2.025 -5.802 -2.118 1.65 0.82 -0.04
C 1.629 -4.554 -2.956 -0.92 -1.47 -1.27
C 1.620 -4.774 -4.517 0.80 -1.47 0.41
O 2.949 -4.837 -5.096 -0.95 -0.06 2.32
C 3.146 -4.324 -6.350 -0.55 0.92 -0.75
N 0.242 -4.352 -2.567 -0.34 1.83 -0.60
H 1.415 -6.688 -2.298 -0.09 0.19 -0.47
H 1.905 -5.563 -1.061 -0.18 0.19 0.06
H 3.083 -6.056 -2.191 0.09 -0.25 -0.32
H 2.181 -3.626 -2.803 0.25 -0.26 0.59
H 0.903 -4.142 -5.042 0.46 0.80 0.08
H 1.211 -5.772 -4.669 -0.24 -0.37 0.02
H 2.587 -4.860 -7.118 0.45 -0.67 -0.34
H 4.226 -4.268 -6.484 -0.16 -0.22 -0.48
H 2.728 -3.324 -6.470 0.14 0.56 0.31
H 0.244 -4.167 -1.575 -0.63 -0.34 0.07
H -0.381 -5.084 -2.878 0.17 -0.24 0.45
C 1.737 2.776 2.444 0.60 0.79 1.47
C 3.260 2.744 2.847 -1.02 -2.65 -3.74
C 3.881 1.447 2.121 -0.25 0.71 2.21
O 5.237 1.518 2.497 0.77 -0.20 0.44
C 6.050 0.782 1.592 -1.23 -0.11 0.48
N 3.922 3.821 2.211 0.77 1.71 0.28
H 1.469 3.344 1.553 0.88 -0.11 -0.16
H 1.298 3.368 3.248 -0.68 -0.33 0.06
H 1.276 1.795 2.339 0.01 -0.04 0.27
H 3.467 2.722 3.917 -0.26 -0.18 -0.04
H 3.769 1.382 1.039 -0.19 0.79 -0.24
H 3.428 0.522 2.479 -0.06 -0.47 0.38
H 7.063 0.613 1.954 -0.07 0.48 0.08
H 5.980 1.356 0.667 0.54 -0.56 -0.50
H 5.551 -0.186 1.553 0.41 -0.35 -0.83
H 4.911 3.647 2.317 0.30 0.27 0.25
H 3.789 3.753 1.212 -0.41 0.28 -0.28
C -0.058 3.758 -0.707 -0.96 -0.72 -0.37
O 0.816 4.715 -1.295 1.09 0.29 -0.32
P 2.319 4.358 -1.783 2.17 0.89 0.83
O 3.357 4.054 -0.724 -2.33 0.51 -1.94
O 2.162 3.208 -2.870 -0.38 0.13 0.80
C 2.393 1.824 -2.512 -0.37 -0.39 -0.61
O 2.803 5.647 -2.682 -0.39 -1.12 1.31
C 1.984 6.241 -3.719 -0.37 -1.14 0.92
H 0.051 2.770 -1.154 0.76 -0.23 0.39
H -1.095 3.935 -0.993 0.02 0.93 -0.08
H -0.052 3.749 0.383 0.50 0.00 -0.18
H 3.099 1.495 -3.274 0.17 -0.36 0.52
H 1.472 1.251 -2.620 -0.26 0.24 -0.41
H 2.665 1.610 -1.478 0.63 0.66 -0.15
H 1.579 5.368 -4.232 -0.41 0.56 -0.59
H 2.570 6.875 -4.384 0.21 -0.22 0.31
H 1.217 6.813 -3.197 -0.18 0.07 -0.46
C -2.657 -3.360 5.930 0.29 -1.40 0.37
O -1.806 -2.254 5.904 2.54 1.80 -0.69
P -0.842 -1.910 4.624 -1.63 3.38 3.30
O -0.399 -3.080 3.933 1.02 -1.87 -1.73
O -1.885 -0.930 3.867 0.95 0.21 -0.93
C -3.035 -1.523 3.223 -0.18 -1.12 1.24
O 0.344 -0.883 5.190 -2.34 -1.84 -0.35
C 1.342 -0.410 4.286 -0.11 0.29 -1.22
H -2.270 -4.169 5.310 -0.34 0.15 -0.45
H -3.672 -3.055 5.676 0.02 -0.23 0.01
H -2.591 -3.784 6.931 -0.44 0.26 0.18
H -3.847 -1.565 3.948 -0.19 0.61 0.01
H -2.845 -2.589 3.095 0.02 0.20 -0.55
H -3.366 -1.034 2.306 0.58 0.14 0.23
H 1.119 -0.719 3.264 -0.01 -0.25 -0.15
H 2.356 -0.751 4.497 -0.25 -0.21 0.52
H 1.334 0.679 4.231 -0.10 -0.02 0.53
C -0.871 -5.427 1.550 0.22 1.91 -0.83
C -2.004 -4.497 1.821 -0.07 -1.78 -0.10
O -2.485 -5.118 3.054 -0.68 2.24 -0.71
C -2.118 -6.412 3.038 -1.67 -0.03 2.46
O -2.417 -7.218 3.860 -0.46 -0.02 0.44
O -1.401 -6.644 2.021 3.32 -1.45 -2.90
F -2.929 -4.712 0.818 -0.44 0.77 0.60
H -0.094 -4.929 2.130 0.66 -1.10 0.32
H -0.590 -5.422 0.497 -0.11 -0.50 0.20
H -1.688 -3.457 1.902 -0.62 -0.26 0.21
C -5.101 4.391 -0.531 -1.00 -0.19 -1.18
C -4.649 4.773 0.844 0.01 -0.88 -0.45
O -5.240 6.007 1.054 -0.53 0.94 1.34
C -5.660 6.600 -0.085 -0.20 0.04 -1.91
O -6.044 7.743 -0.228 0.87 -2.86 0.45
O -5.559 5.616 -1.087 -0.07 2.54 0.39
F -3.305 4.962 0.856 0.80 0.08 0.06
H -5.991 3.765 -0.604 0.20 -0.50 0.70
H -4.348 3.930 -1.170 0.20 0.26 0.28
H -4.875 4.003 1.582 -0.21 0.55 0.29
C -3.207 2.367 4.293 -0.90 -0.29 -0.29
C -1.726 2.101 4.118 -2.44 -1.20 -0.16
O -1.305 1.735 5.439 2.50 -0.79 -2.70
C -2.262 1.904 6.290 -2.03 -0.36 2.91
O -2.277 1.586 7.458 0.48 0.60 -1.54
O -3.311 2.456 5.674 -1.57 0.76 1.47
F -1.229 3.263 3.782 2.11 2.14 -0.45
H -3.939 1.632 3.959 0.48 -0.48 -0.23
H -3.501 3.291 3.795 0.29 0.17 0.22
H -1.609 1.396 3.295 1.06 -0.49 0.69
C -2.757 -2.911 -3.260 0.45 -0.92 -0.59
C -3.636 -4.175 -3.072 3.24 2.05 -1.50
O -4.870 -3.676 -3.237 -3.32 0.13 -0.46
C -4.813 -2.708 -4.167 -1.73 2.08 -1.92
O -5.724 -2.288 -4.864 1.77 -1.30 1.85
O -3.566 -2.219 -4.230 0.72 0.26 0.35
F -3.467 -4.597 -1.863 0.03 -1.87 2.52
H -1.742 -3.121 -3.600 -0.26 -0.08 -0.74
H -2.534 -2.395 -2.327 -0.98 0.42 0.13
H -3.430 -4.899 -3.861 0.10 -0.69 0.30
```
Positions in Å, forces in eV/Å.

Properties
Molecular weight ... 1247.76 g mol⁻¹
E_HOMO ... -6.62 eV
Total charge ... -1
Gap between HOMO and LUMO ... 7.593 eV


(2)
The following is a DFT calculation (ωB97M-V/def2-TZVPD) of a structure of composition C23H17F6IN3O6S3V at a distorted geometry.

Geometry as XYZ:
```
60
Properties=species:S:1:pos:R:3:forces:R:3
V 0.226 -1.094 1.062 0.37 0.23 -1.33
F -0.664 -0.054 4.660 -0.01 -0.02 -0.04
C -1.483 -1.057 4.391 -0.06 0.03 0.07
F -2.486 -0.628 3.638 0.02 -0.03 0.01
F -1.968 -1.536 5.527 0.03 -0.01 -0.02
S -0.605 -2.457 3.494 -0.01 -0.16 -0.02
O -1.029 -2.373 2.077 -0.06 0.06 0.29
O -0.932 -3.653 4.184 -0.06 -0.02 -0.04
N 0.882 -1.954 3.575 0.12 0.15 0.36
S 2.053 -2.633 2.777 -0.04 -0.19 -0.01
O 1.811 -2.434 1.332 0.16 -0.17 0.28
O 2.477 -3.927 3.179 0.01 0.00 -0.05
C 3.400 -1.461 3.246 -0.01 0.09 0.07
F 4.467 -1.731 2.506 -0.01 -0.02 -0.03
F 3.695 -1.620 4.528 0.00 -0.05 -0.03
F 3.023 -0.206 3.038 0.04 -0.02 0.01
I -2.171 6.507 4.891 0.01 -0.05 -0.04
C -1.937 4.798 3.711 0.01 0.06 0.06
C -2.876 4.512 2.729 -0.01 -0.01 -0.01
C -2.713 3.381 1.947 0.02 0.02 -0.01
C -1.630 2.534 2.151 0.06 0.02 0.07
C -0.703 2.828 3.146 -0.04 0.03 0.02
C -0.848 3.966 3.925 -0.02 0.00 -0.02
C -1.467 1.331 1.272 -0.08 -0.04 0.08
O -2.135 1.197 0.268 0.02 -0.04 -0.05
O -0.533 0.505 1.689 -0.37 0.08 0.07
H -3.724 5.165 2.578 -0.01 0.01 0.00
H -3.424 3.137 1.170 -0.02 0.00 -0.01
H 0.127 2.156 3.314 0.03 -0.02 0.00
H -0.124 4.197 4.693 0.01 0.01 0.02
N 0.722 2.397 -0.291 0.11 -0.05 -0.03
C 1.248 1.301 -0.860 -0.18 0.23 0.04
S 2.185 0.274 0.131 0.15 -0.07 0.04
N 0.994 1.159 -2.163 0.07 0.07 -0.03
C 1.456 0.261 -3.163 0.03 -0.04 -0.02
C 2.511 -0.631 -3.019 -0.04 0.06 0.06
C 2.871 -1.430 -4.095 0.01 0.01 -0.04
C 2.208 -1.344 -5.308 0.03 0.01 0.03
C 1.165 -0.441 -5.447 0.00 -0.02 -0.01
C 0.791 0.354 -4.381 -0.03 -0.01 -0.02
H 0.812 2.477 0.709 0.01 -0.02 -0.04
H -0.012 2.929 -0.734 -0.01 0.00 0.00
H 0.369 1.855 -2.547 0.00 -0.05 0.02
H 3.037 -0.710 -2.084 0.02 -0.01 0.07
H 3.691 -2.125 -3.974 0.01 -0.01 0.01
H 2.502 -1.971 -6.139 0.01 -0.01 -0.01
H 0.632 -0.359 -6.384 -0.02 0.00 -0.02
H -0.040 1.042 -4.486 -0.02 0.01 -0.02
C -0.333 -1.360 -0.457 -0.21 0.01 0.08
C -0.828 -1.595 -1.799 -0.06 -0.06 0.12
C -0.266 -2.613 -2.577 0.03 0.01 0.06
C -0.767 -2.887 -3.837 0.01 0.02 -0.01
C -1.832 -2.148 -4.335 -0.02 0.04 0.00
C -2.389 -1.128 -3.574 -0.01 0.00 0.01
C -1.895 -0.848 -2.309 0.07 -0.06 -0.01
H 0.561 -3.183 -2.173 0.01 -0.02 0.00
H -0.329 -3.676 -4.433 0.01 -0.02 0.00
H -2.228 -2.368 -5.318 0.00 0.01 0.00
H -3.224 -0.560 -3.965 0.00 0.01 0.01
H -2.322 -0.074 -1.688 -0.07 0.06 0.04
```
Positions in Å, forces in eV/Å.

Properties
Molecular weight ... 819.44 g mol⁻¹
E_HOMO (alpha / beta) ... -8.24 / -8.24 eV
Gap between HOMO and LUMO (alpha / beta) ... 7.992 / 7.993 eV


(3)
The following is a DFT calculation (ωB97M-V/def2-TZVPD) of a structure of composition C7H4Cl2CuF15O15S5 at a distorted geometry.

Geometry as XYZ:
```
49
Properties=species:S:1:pos:R:3:forces:R:3
Cu -0.717 0.188 0.200 -0.21 -2.01 -0.08
C -2.768 -2.095 -3.318 1.19 1.44 1.75
F -3.671 -2.898 -3.849 -0.60 0.02 -0.50
F -1.579 -2.394 -3.845 -0.12 -0.29 -0.05
F -2.976 -0.792 -3.629 -0.76 -0.37 -0.72
S -2.737 -2.181 -1.426 1.39 -1.71 2.77
O -2.338 -0.865 -0.906 -0.30 0.56 -1.15
O -4.039 -2.598 -0.940 -0.20 0.55 -1.38
O -1.698 -3.164 -1.192 -0.52 0.18 -0.79
C -1.159 4.452 0.441 -1.22 -0.23 0.95
F -0.230 4.089 1.325 0.41 0.03 -0.32
F -2.032 5.232 1.141 -0.01 -0.29 -0.29
F -0.656 5.236 -0.497 0.73 0.09 -0.27
S -2.042 2.982 -0.308 -1.70 0.13 -0.66
O -0.917 2.072 -0.593 0.56 -0.75 0.05
O -2.949 2.430 0.652 0.39 0.52 0.47
O -2.675 3.593 -1.462 0.91 -0.23 0.37
C 2.887 -1.880 2.450 -2.30 0.03 -0.84
F 3.678 -2.641 1.715 0.59 -0.36 0.34
F 3.166 -2.009 3.755 0.46 -0.14 -0.05
F 3.103 -0.616 2.095 0.58 0.42 0.34
S 1.032 -2.315 2.089 -1.10 -2.26 -2.24
O 0.458 -2.633 3.371 0.56 0.79 0.22
O 0.538 -1.114 1.390 0.14 0.97 0.62
O 1.036 -3.442 1.150 0.90 1.14 1.37
C 2.027 -1.032 -3.627 -0.84 -0.21 0.95
F 1.316 -1.638 -4.586 -0.03 -0.15 -0.02
F 3.315 -1.191 -3.929 0.45 0.02 -0.16
F 1.727 0.266 -3.686 0.20 0.35 -0.15
S 1.640 -1.716 -1.897 -0.66 -1.30 2.31
O 1.291 -3.103 -2.082 -0.09 0.68 -1.10
O 2.883 -1.613 -1.131 -0.32 1.27 -0.85
O 0.510 -0.870 -1.422 1.15 0.09 -0.85
C -3.881 0.839 3.405 1.62 -0.66 -0.43
F -2.912 1.701 3.773 -0.16 0.40 0.07
F -4.579 0.558 4.515 -0.45 0.05 -0.03
F -4.665 1.441 2.518 -0.21 -0.16 0.32
S -3.030 -0.724 2.762 -0.15 -2.09 0.25
O -4.134 -1.506 2.253 -0.05 0.77 -0.06
O -2.068 -0.295 1.748 -0.05 1.10 0.12
O -2.396 -1.339 3.919 -0.36 1.27 -0.23
Cl 4.321 1.703 -2.405 0.16 -0.13 0.16
C 4.606 1.335 -0.682 0.13 -0.95 0.32
C 3.659 2.065 0.206 -0.89 1.40 0.70
Cl 1.997 1.396 0.341 0.75 0.17 -0.21
H 5.648 1.540 -0.438 -0.06 0.54 -0.11
H 4.508 0.264 -0.487 -0.38 -0.06 -0.55
H 3.463 3.093 -0.101 0.32 -0.05 -0.41
H 4.038 2.192 1.221 0.12 -0.59 0.04
```
Positions in Å, forces in eV/Å.

Properties
Molecular weight ... 907.85 g mol⁻¹
E_HOMO (alpha / beta) ... -1.32 / -1.32 eV
⟨S²⟩ ... 0.751
Multiplicity ... 2
Total charge ... -3
Gap between HOMO and LUMO (alpha / beta) ... 7.017 / 6.236 eV